A:
ORCA calculation (ωB97M-V with the def2-TZVPD basis set) on one molecule with the formula C26H28N2O5.

Atoms and positions in Å:
C: 2.69307 3.66032 3.90310
C: 2.43572 2.17537 3.85491
O: 2.30109 1.50363 4.85560
N: 2.34076 1.62618 2.59736
C: 2.13336 2.31355 1.40884
C: 1.84531 1.46215 0.39498
C: 1.91287 0.12749 0.93788
C: 1.74801 -1.14872 0.40712
C: 1.88959 -2.23868 1.24270
C: 2.20625 -2.08457 2.58872
C: 2.38040 -0.83033 3.14176
C: 2.21922 0.26438 2.30919
H: 2.62625 -0.71240 4.18354
H: 2.31815 -2.95694 3.21403
H: 1.75946 -3.23236 0.84015
H: 1.51953 -1.29428 -0.63559
C: 1.47545 1.90831 -0.99606
C: 1.18705 0.76281 -1.91090
C: -0.05675 0.37538 -2.19545
O: -1.19675 0.96800 -1.70219
C: -1.01771 1.96489 -0.71534
O: -0.93044 1.43996 0.56723
C: -2.02832 0.63461 0.97466
C: -2.22830 0.76715 2.48243
H: -3.10949 0.18812 2.76453
C: -1.00856 0.28248 3.25759
H: -0.14211 0.84861 2.91962
C: -1.16878 0.45188 4.77149
H: -2.06180 -0.08247 5.11005
O: -0.10472 -0.09692 5.49967
H: 0.71311 0.38681 5.30254
H: -1.29850 1.51899 5.01135
H: -0.82278 -0.77118 3.04058
H: -2.41698 1.81604 2.72106
H: -1.82728 -0.41144 0.70923
H: -2.93477 0.96080 0.44644
C: 0.22869 2.80963 -0.97381
H: 0.11378 3.29952 -1.94228
H: 0.29825 3.56421 -0.19357
H: -1.93416 2.58087 -0.81100
C: -0.30091 -0.77437 -3.12025
O: 0.62079 -1.40279 -3.60231
N: -1.62154 -1.00942 -3.32873
C: -2.23442 -1.97208 -4.13175
C: -3.62797 -1.99231 -4.17020
C: -4.29028 -2.91899 -4.95123
C: -3.57319 -3.83556 -5.70274
C: -2.18928 -3.81683 -5.66473
C: -1.51470 -2.89416 -4.88614
H: -0.43832 -2.87955 -4.85715
H: -1.62440 -4.52862 -6.24805
H: -4.09167 -4.55902 -6.31353
H: -5.37015 -2.92501 -4.97372
H: -4.18797 -1.27618 -3.58421
H: -2.25009 -0.38814 -2.83442
H: 2.00553 0.23022 -2.36665
H: 2.31478 2.48798 -1.40047
H: 2.17861 3.38399 1.38160
H: 2.89897 3.93844 4.93330
H: 1.81298 4.20423 3.56455
H: 3.54041 3.92796 3.27647

SMILES: CC(=O)n1cc([C@H]2C=C(C(=O)Nc3ccccc3)O[C@@H](OCCCCO)C2)c2ccccc21
LUMO in eV: 0.453
Molar mass in g/mol: 448.5

B:
ORCA calculation (ωB97M-V with the def2-TZVPD basis set) on one molecule with the formula C26H28N2O5.

Atoms and positions in Å:
C: -2.98166 -1.97297 1.02719
C: -2.95720 -2.14233 -0.28088
C: -1.91933 -2.92037 -1.04108
O: -0.81032 -3.35488 -0.28173
C: 0.04831 -2.42772 0.21231
C: 1.10372 -2.91294 0.98799
C: 2.00750 -2.03803 1.55377
C: 1.87298 -0.66970 1.37290
C: 0.82921 -0.18287 0.60067
C: -0.06440 -1.05930 0.00554
H: -0.85922 -0.65645 -0.60092
C: 0.62498 1.30531 0.37966
N: 0.88333 1.63967 -1.01093
C: -0.22579 1.87649 -1.74858
O: -0.25267 2.10829 -2.93873
C: -1.38559 1.89039 -0.77301
O: -2.56253 2.11919 -1.03950
C: -0.82574 1.68144 0.53827
C: -1.58325 1.91238 1.65475
O: -2.85805 2.25778 1.53502
H: -3.09749 2.28377 0.56733
C: -1.09277 1.90736 3.04129
C: -0.22906 0.92860 3.52396
C: 0.19660 0.96856 4.83911
C: -0.22969 1.98092 5.68303
C: -1.10308 2.94848 5.21268
C: -1.54088 2.90884 3.90321
H: -2.22488 3.65576 3.53074
H: -1.44699 3.73288 5.87005
H: 0.10978 2.01039 6.70761
H: 0.86061 0.20060 5.20700
H: 0.07896 0.12110 2.88091
C: 2.20396 1.69015 -1.57616
H: 2.84706 2.29171 -0.92340
H: 2.10025 2.20396 -2.53529
C: 2.87492 0.32371 -1.77844
N: 2.01797 -0.65214 -2.42064
C: 2.62730 -1.97229 -2.38634
H: 2.82069 -2.24639 -1.34639
C: 1.67948 -2.99737 -3.00693
H: 2.15670 -3.97800 -3.05343
O: 1.33717 -2.65833 -4.32781
C: 0.75820 -1.37469 -4.36862
H: 0.53777 -1.16910 -5.41687
C: 1.69227 -0.31088 -3.79851
H: 1.17599 0.64820 -3.82649
H: 2.60367 -0.25380 -4.42043
H: -0.18006 -1.36840 -3.79327
H: 0.77291 -3.06688 -2.39030
H: 3.58267 -1.98434 -2.94235
H: 3.80513 0.49675 -2.35236
H: 3.15295 -0.08706 -0.80469
H: 1.29037 1.87993 1.03700
H: 2.56803 0.01314 1.84026
H: 2.82131 -2.42246 2.15041
H: 1.18843 -3.97789 1.13450
H: -1.58558 -2.33394 -1.91063
H: -2.36910 -3.84552 -1.42006
H: -3.72244 -1.71395 -0.91380
H: -3.75704 -1.40291 1.50831
H: -2.22951 -2.39671 1.67230

SMILES: C=CCOc1cccc([C@@H]2/C(=C(/O)c3ccccc3)C(=O)C(=O)N2CCN2CCOCC2)c1
LUMO in eV: -0.506
Molar mass in g/mol: 448.5

Which structure is most stable, and how do the rest compare? From most to least stable: A, B.

A:
ORCA calculation (ωB97M-V with the def2-TZVPD basis set) on a 2-piece molecular cluster, C26H25N2O overall.

Atoms and positions in Å:
H: -1.21323 -0.24364 0.15687
C: -1.84999 0.28855 -0.63742
H: -2.90497 0.23992 -0.31715
C: -1.43017 1.71518 -0.77102
C: -0.82262 2.20628 -1.88941
N: -0.66332 1.44466 -3.00198
C: 0.12082 1.91667 -4.15026
C: 1.47014 1.26251 -4.09929
C: 1.70899 0.06442 -4.77778
C: 2.90371 -0.62772 -4.56178
C: 3.85415 -0.11753 -3.66883
C: 3.62658 1.10288 -3.01851
C: 2.44160 1.80168 -3.25157
C: -1.13330 0.16434 -3.02732
C: -1.72856 -0.42512 -1.95620
C: -2.39196 -1.72408 -2.25949
N: -3.11281 -2.34280 -1.27399
O: -2.32778 -2.19420 -3.39828
H: -1.57878 2.39809 0.06597
H: -0.41015 3.21977 -1.97764
H: -0.41561 1.61253 -5.05316
H: 0.19592 3.00230 -4.06889
H: 0.95033 -0.31239 -5.47000
H: 3.08292 -1.56951 -5.08422
H: 4.77387 -0.67133 -3.47540
H: 4.36328 1.51387 -2.32529
H: 2.24641 2.76934 -2.77978
H: -1.04922 -0.30227 -4.01335
H: -3.04500 -2.13133 -0.29328
H: -3.50984 -3.23525 -1.52582
C: -0.53257 -0.12143 2.49095
C: 0.89189 -0.00006 2.55146
C: 1.55155 0.79647 1.55434
C: 2.93103 0.95137 1.54003
C: 3.71871 0.35503 2.53974
C: 3.10489 -0.39463 3.54902
C: 1.73188 -0.59943 3.53654
C: -1.45058 -0.63462 3.46218
C: -2.85831 -0.49195 3.20887
C: -3.80952 -1.02937 4.06609
C: -3.41151 -1.73137 5.21631
C: -2.05089 -1.83110 5.52743
C: -1.09721 -1.25537 4.69746
H: -1.00636 0.44924 1.68886
H: 0.91999 1.28148 0.80465
H: 3.38904 1.56943 0.76331
H: 4.79538 0.50368 2.53610
H: 3.69992 -0.81198 4.36393
H: 1.31556 -1.24808 4.29687
H: -3.15148 0.06879 2.31567
H: -4.86939 -0.87719 3.84851
H: -4.16480 -2.15535 5.87541
H: -1.73100 -2.33378 6.44278
H: -0.06763 -1.28560 5.02784

LUMO in eV: -5.956
Net charge: +1
Molar mass in g/mol: 381.5

B:
ORCA calculation (ωB97M-V with the def2-TZVPD basis set) on a 2-piece molecular cluster, C26H25N2O overall.

Atoms and positions in Å:
C: -0.51916 1.81563 5.26900
C: -1.10845 0.73437 4.41821
C: -1.02827 0.80519 3.02015
C: -1.57647 -0.21628 2.23872
C: -2.25894 -1.28625 2.89365
N: -2.74059 -2.13837 1.91701
C: -2.38360 -1.66409 0.66610
C: -1.64836 -0.49862 0.83479
C: -2.35137 -1.36705 4.28222
C: -1.75609 -0.35305 5.03444
H: -0.60537 1.54920 6.32769
H: 0.54138 1.97932 5.04034
H: -1.03296 2.77450 5.12075
H: -0.54486 1.64727 2.51925
H: -3.29883 -2.96464 2.09918
H: -2.66978 -2.18029 -0.24089
H: -1.28446 0.16393 0.06674
H: -2.86939 -2.20577 4.74390
H: -1.78700 -0.38400 6.12458
C: 2.38423 5.49015 0.52308
O: 3.09648 4.27691 0.85645
C: 2.53770 3.09039 0.51167
C: 1.30820 2.97666 -0.18292
C: 0.85776 1.72264 -0.56350
C: 1.52568 0.53934 -0.18032
C: 1.01079 -0.74685 -0.57230
C: 0.58005 -1.01502 -1.87005
C: 0.08490 -2.30429 -2.35768
C: -0.04170 -3.55344 -1.77269
C: -0.50298 -4.61984 -2.56973
C: -0.84235 -4.42798 -3.92166
C: -0.73154 -3.16016 -4.51527
C: -0.26986 -2.12682 -3.71184
N: 0.01523 -0.80093 -4.06382
C: -0.17298 -0.23334 -5.38606
C: 0.52391 -0.14052 -2.98991
C: 2.72310 0.67558 0.57417
C: 3.24117 1.91417 0.87547
H: 3.03916 6.28090 0.88397
H: 2.23770 5.58000 -0.56162
H: 1.41427 5.53173 1.03680
H: 0.73166 3.86906 -0.44406
H: -0.04457 1.65492 -1.17246
H: 1.13924 -1.59235 0.10188
H: 0.23618 -3.68082 -0.72495
H: -0.59435 -5.61688 -2.13462
H: -1.19902 -5.26845 -4.51614
H: -0.99053 -2.96742 -5.55535
H: -0.57865 -1.00561 -6.04231
H: -0.87017 0.61347 -5.34788
H: 0.77906 0.13018 -5.79401
H: 0.85156 0.89178 -3.06382
H: 3.25674 -0.22477 0.87663
H: 4.18645 2.03661 1.39900

LUMO in eV: -4.720
Net charge: +1
Molar mass in g/mol: 381.5

Which structure is most stable, and how do the rest compare? From most to least stable: B, A.

A:
ORCA calculation (ωB97M-V with the def2-TZVPD basis set) on an isolated ion of composition C4H8NOS and charge -1.

Atoms and positions in Å:
C: 0.82059 -1.17978 -0.05732
C: -0.60729 -1.72086 0.26115
S: -2.05309 -1.07571 -0.59986
C: 1.17647 0.22705 0.36531
N: 0.14892 1.13648 0.44051
C: 0.24044 2.40698 -0.21475
O: 2.32933 0.63999 0.44243
H: 0.84062 -1.17508 -1.15690
H: 1.58969 -1.91555 0.18561
H: -0.66783 -1.68664 1.37587
H: -0.53875 -2.81227 0.14461
H: -0.80914 0.78346 0.36568
H: 1.22148 2.86220 -0.08772
H: 0.10805 2.35290 -1.31247
H: -0.51664 3.09579 0.16173

SMILES: CNC(=O)CC[S-]
LUMO in eV: 3.925
Net charge: -1
Molar mass in g/mol: 118.2

B:
ORCA calculation (ωB97M-V with the def2-TZVPD basis set) on an isolated ion of composition C4H8NOS and charge -1.

Atoms and positions in Å:
C: 1.15846 0.05649 -1.56662
N: -0.17748 0.25959 -1.01418
C: -0.40185 -0.34619 0.27218
C: 0.44598 0.36512 1.46613
S: 0.18613 -0.50348 3.05079
C: -1.86474 -0.37358 0.35620
O: -2.74240 -0.48106 -0.49418
H: 1.37397 -1.00704 -1.52066
H: 1.15466 0.52158 -2.53213
H: 1.73250 0.66574 -0.89217
H: -0.67398 1.05203 -1.48871
H: -0.12344 -1.44034 0.39965
H: 1.46685 0.31150 1.02015
H: 0.47561 1.41174 1.48118
H: -2.01026 -0.49209 1.46237

SMILES: CN[C@H](C=O)C[S-]
LUMO in eV: 3.678
Net charge: -1
Molar mass in g/mol: 118.2

Which structure is most stable, and how do the rest compare? From most to least stable: A, B.